# 1
C26H30N6O3 in the gas phase, computed with the ωB97M-V functional and the def2-TZVPD basis.

Geometry as XYZ:
```
65
Properties=species:S:1:pos:R:3:forces:R:3
C 3.1857 -4.5566 3.6252 0.1 0.4 0.0
C 3.8569 -3.2788 4.1203 0.0 -0.4 0.1
O 3.6450 -2.1800 3.2560 0.1 0.1 -0.1
C 2.4361 -1.5580 3.2229 -0.2 0.2 -0.2
C 2.2917 -0.5803 2.2495 -0.1 -0.2 0.2
C 1.1041 0.1375 2.1199 -0.2 -0.3 0.5
C 0.0325 -0.1448 2.9881 0.7 -0.2 -0.1
C 0.1873 -1.1144 3.9750 0.0 0.2 -0.1
C 1.3700 -1.8115 4.0946 0.2 0.0 0.0
H 1.4552 -2.5518 4.8739 0.0 -0.1 0.1
H -0.6306 -1.3244 4.6484 -0.1 0.0 0.1
N -1.1399 0.5440 2.8319 -0.3 0.1 0.1
C -1.3864 1.5077 1.8838 0.1 -0.3 0.4
O -2.4942 2.0143 1.8006 -0.3 0.2 -0.1
C -0.2464 1.8411 1.0326 0.3 0.1 0.0
C 0.9176 1.1647 1.1457 -0.4 0.3 0.0
H 1.7425 1.3977 0.4867 0.1 0.1 -0.1
C -0.4420 2.9160 -0.0044 0.0 -0.1 0.0
N -0.6628 2.3042 -1.3096 -0.1 0.2 -0.1
C -2.0504 1.9177 -1.5075 0.0 0.1 0.1
C -2.1249 0.8345 -2.5173 0.2 -0.5 -0.2
N -2.8690 0.8105 -3.6012 -0.2 0.9 0.6
N -2.5868 -0.3249 -4.2270 -0.3 -0.4 -0.8
N -1.7141 -0.9926 -3.5960 0.7 -1.0 0.2
N -1.3867 -0.3032 -2.5008 -0.8 1.1 -0.3
C -0.3923 -0.7555 -1.5747 0.5 -0.3 0.4
C -0.9499 -1.4855 -0.3788 -0.1 -0.1 0.0
C -0.1013 -2.3211 0.3391 -0.1 0.0 0.0
C -0.5605 -3.0071 1.4466 0.1 -0.1 -0.1
C -1.8736 -2.8587 1.8610 -0.1 0.0 0.0
C -2.7238 -2.0293 1.1527 -0.1 0.0 0.1
C -2.2667 -1.3504 0.0355 0.0 0.0 -0.1
H -2.9557 -0.7278 -0.5151 -0.1 0.1 -0.1
H -3.7516 -1.9113 1.4620 -0.1 0.0 0.0
H -2.2342 -3.3956 2.7260 0.0 -0.1 0.1
H 0.1072 -3.6630 1.9847 0.1 0.0 0.1
H 0.9243 -2.4358 0.0209 0.2 0.0 0.0
H 0.2742 -1.4216 -2.1294 -0.1 0.1 0.0
H 0.1777 0.1234 -1.2502 -0.1 -0.2 -0.2
H -2.6833 2.7514 -1.8501 0.0 -0.1 0.1
H -2.4492 1.5649 -0.5536 -0.1 0.1 0.0
C -0.1262 3.0555 -2.4286 0.5 -0.2 0.1
H -0.6393 2.7211 -3.3325 0.0 0.1 -0.1
C 1.3807 2.7901 -2.5990 -0.2 0.4 0.0
H 1.9162 3.1270 -1.7053 0.0 0.0 -0.1
C 1.9231 3.4261 -3.8828 0.0 -0.2 0.2
H 2.9979 3.5832 -3.7891 0.0 0.1 0.0
C 1.6296 2.3471 -4.9275 -0.1 -0.1 0.1
H 0.6552 2.5098 -5.3873 0.0 0.0 0.0
C 1.6268 1.0488 -4.1042 0.1 -0.3 -0.4
H 2.5140 0.4368 -4.2942 -0.1 0.0 0.0
O 1.6546 1.4086 -2.7298 0.0 0.0 0.2
H 0.7402 0.4409 -4.3182 0.1 0.0 0.0
H 2.3786 2.3229 -5.7156 0.0 0.0 0.0
H 1.4445 4.3759 -4.1089 0.0 0.1 0.0
H -0.2929 4.1398 -2.3229 0.0 0.0 -0.1
H 0.4587 3.5301 -0.0557 0.0 0.0 0.0
H -1.2886 3.5528 0.2903 0.2 0.0 0.0
H -1.9219 0.3076 3.4312 0.1 0.1 -0.2
H 3.1194 -0.3794 1.5883 0.1 0.0 -0.1
H 3.5384 -3.0385 5.1422 0.1 0.0 -0.1
H 4.9425 -3.4096 4.1232 -0.2 0.0 0.1
H 3.4450 -5.3837 4.2802 0.0 -0.1 0.1
H 2.1040 -4.4484 3.6066 -0.1 -0.1 0.0
H 3.5257 -4.7837 2.6180 0.0 -0.1 -0.1
```
Positions in Å, forces in eV/Å.

Calculated values
HOMO-LUMO gap, eV: 8.06
Spin multiplicity: 1

---

# 2
A molecular structure, C24H44P2Y, computed with the ωB97M-V functional and the def2-TZVPD basis.

Geometry as XYZ:
```
71
Properties=species:S:1:pos:R:3:forces:R:3
Y -0.0482 0.0638 1.4300 0.3 -1.3 4.9
C -0.9238 -1.8985 3.1441 0.8 0.7 0.2
C 0.3866 -2.2359 2.6675 -0.3 1.1 0.2
C 0.5966 -0.6044 4.2998 -0.5 -0.7 -0.9
C -0.7880 -0.9044 4.1641 1.0 -0.5 -1.0
C 1.3210 -1.4034 3.3659 -1.0 0.2 0.0
C -2.1897 -2.5739 2.7774 -0.7 -0.4 -0.1
H -2.1834 -2.9102 1.7330 -0.1 0.0 0.1
H -3.0486 -1.9053 2.9194 0.1 -0.2 -0.1
H -2.3784 -3.4645 3.3939 0.0 0.1 -0.1
C -1.8550 -0.4054 5.0629 -0.3 0.2 0.3
H -2.8007 -0.9245 4.8680 0.1 0.2 0.1
H -2.0124 0.6787 4.9541 0.0 -0.3 0.1
H -1.5772 -0.5954 6.1150 -0.2 0.1 -0.3
C 1.1689 0.2415 5.3743 0.2 0.3 0.2
H 0.8916 -0.1610 6.3599 0.1 0.1 -0.2
H 0.7975 1.2739 5.3339 0.1 -0.1 0.1
H 2.2639 0.2596 5.3204 -0.2 0.1 0.1
C 2.7990 -1.4954 3.2900 0.6 0.0 0.0
H 3.2034 -2.2336 3.9978 -0.1 0.1 -0.1
H 3.2646 -0.5342 3.5357 0.0 -0.2 -0.1
H 3.1322 -1.7966 2.2907 0.1 0.0 0.1
C 0.7278 -3.3434 1.7373 0.2 -0.6 -0.1
H 0.9390 -4.2847 2.2778 -0.1 0.3 -0.2
H 1.6288 -3.1036 1.1560 -0.1 -0.2 0.0
H -0.0990 -3.5591 1.0488 0.2 -0.1 0.0
C -1.5140 1.5122 -3.6140 -0.9 -0.9 -0.7
C -1.7237 0.1730 -3.6152 -1.0 1.7 -1.1
C -1.0822 -0.7472 -4.6163 0.0 -0.2 -0.1
C 0.4173 -0.4602 -4.8592 -0.4 -0.1 -0.2
C 1.1470 0.0579 -3.6502 0.9 0.8 -0.5
C 1.4453 1.3531 -3.3944 0.6 -1.3 -1.2
C 0.8152 2.5145 -4.0871 -0.1 0.4 -0.4
C -0.6446 2.2906 -4.5691 0.2 0.4 -0.1
H -1.6169 -0.6566 -5.5770 0.1 -0.1 0.3
H 0.5074 0.2309 -5.7078 0.2 -0.3 0.3
H -1.2122 -1.7912 -4.3085 0.0 0.1 0.0
H -0.6234 1.8546 -5.5825 -0.2 0.1 0.5
H -2.1231 2.1691 -2.9837 0.4 -0.4 -0.1
H -2.5732 -0.2484 -3.0535 0.6 0.4 -0.2
H -1.1041 3.2952 -4.6464 0.2 -0.5 -0.2
H 0.8313 3.3862 -3.4134 0.1 -0.2 -0.1
H 2.2948 1.6306 -2.7573 -0.8 -0.4 0.0
H 1.4273 2.8158 -4.9559 -0.2 0.0 0.3
H 0.8962 -1.4121 -5.1482 -0.1 0.5 0.0
H 1.5160 -0.7428 -3.0111 0.3 0.3 -0.2
P -1.7961 0.2113 -0.4580 0.3 -0.6 1.1
C -3.2818 1.1333 -0.8734 -0.4 0.6 -0.5
C -1.5800 -1.4906 -1.1276 -0.3 -0.2 -0.6
P 1.7416 0.9135 -0.3087 -0.7 -0.2 1.0
C -0.2120 1.0211 -1.0565 1.2 0.0 -0.5
C 2.8503 -0.3258 -1.0501 -0.2 -0.1 -0.7
C 2.6038 2.4940 -0.4622 -0.5 0.6 -0.2
H -3.3414 1.9744 -0.1600 0.1 -0.4 -0.2
H -4.1633 0.4970 -0.7105 0.3 0.0 0.0
H -3.3066 1.5373 -1.8889 -0.2 -0.3 0.3
H -1.1268 -1.5011 -2.1271 -0.1 -0.1 0.4
H -2.5728 -1.9655 -1.1889 0.3 0.1 0.1
H -0.9653 -2.1313 -0.4685 -0.2 0.4 0.0
H 2.5595 2.8949 -1.4771 0.2 0.1 0.2
H 3.6485 2.3392 -0.1613 -0.3 -0.1 0.0
H 2.1306 3.2096 0.2197 0.2 -0.1 -0.1
H -0.3599 2.0814 -1.3071 0.1 -0.3 0.2
H -0.0930 0.4930 -1.9940 0.2 0.5 0.2
H 3.7391 -0.4022 -0.4136 -0.3 0.2 0.1
H 3.1625 -0.0535 -2.0568 0.2 -0.1 0.1
H 2.3725 -1.3109 -1.0859 0.1 0.1 0.1
C -0.5161 2.0006 2.6108 0.1 0.1 -0.4
H 0.2516 2.1859 3.3677 0.0 0.1 0.0
H -1.4658 1.9052 3.1442 -0.1 0.1 0.0
H -0.5762 2.8839 1.9667 -0.1 0.3 0.1
```
Positions in Å, forces in eV/Å.

Calculated values
Total charge: +1
HOMO-LUMO gap, eV: 6.82
Spin multiplicity: 1

---

# 3
2 unconnected molecules or ions with the total composition C4H8O2Si, computed with the ωB97M-V functional and the def2-TZVPD basis.

Geometry as XYZ:
```
15
Properties=species:S:1:pos:R:3:forces:R:3
C 2.9637 -1.2038 0.0107 -6.6 2.9 -0.5
C 4.0464 -1.6859 0.0238 4.0 -1.8 0.1
C 0.0594 2.9052 0.2451 -2.7 0.5 -0.1
C -1.0945 -2.3339 0.2408 -3.6 -0.3 -2.4
O -0.2148 1.5456 0.5078 0.0 -1.8 -0.4
O -0.9670 -0.9222 0.2268 -0.4 -0.7 -0.3
Si -0.0133 0.1711 -0.3776 1.1 2.8 -0.2
H 1.7651 -0.6548 -0.1569 2.1 -0.9 0.3
H 0.5983 3.1053 -0.6823 0.1 -0.1 0.2
H 0.4875 3.2296 1.1460 1.5 0.9 0.8
H -0.9419 3.4762 0.2711 1.3 -0.9 -0.6
H -2.2085 -2.5697 -0.2317 2.4 0.5 2.1
H -0.8838 -2.6415 1.2277 -0.3 -0.7 1.0
H -0.5423 -2.9270 -0.4679 1.2 0.5 -0.3
H -0.0231 0.7816 -1.7735 -0.1 -1.0 0.3
```
Positions in Å, forces in eV/Å.

Calculated values
HOMO-LUMO gap (alpha / beta), eV: 8.47 / 5.53
Spin multiplicity: 1

---

For the records above, the corresponding energy above the lowest of the compared OMol25 structures with the same formula, charge and spin values read 48.26 0.00 170.89 kcal/mol.